ORCA calculation (ωB97M-V with the def2-TZVPD basis set) on one molecule with the formula HNP2 in a non-equilibrium geometry.

```
4
Properties=species:S:1:pos:R:3:forces:R:3
N -1.9202 -0.6637 -1.8175 -1.1305 -5.2858 -4.4967
P -2.4642 -1.3383 -0.1842 -8.4731 2.3984 -1.2657
P -1.7720 0.5220 -0.9873 0.7858 6.0651 3.7801
H -1.3475 -1.6699 -0.0517 8.8178 -3.1777 1.9823
```
Positions in Å, forces in eV/Å.

Calculated values
Relative energy (zero: lowest compared OMol25 entry of this formula, charge and spin) ... 29.2 kcal/mol
Orbital gap ... 8.5 eV
E_LUMO ... -0.35 eV
Net charge ... 0
Highest occupied orbital energy ... -0.326 hartree
SMILES ... N1=P#[PH]1

The natural (NBO) scheme yields these atomic charges, measured in e: number 1, N, carries -1.057; number 2, P, carries 0.331; number 3, P, carries 0.852; number 4, H, carries -0.126